125
Properties=species:S:1:pos:R:3:forces:R:3:lowdin_spin:R:1 method="wB97M-V/def2-TZVPD" s_squared=0.753 e_homo_ev="-7.46 / -7.34" homo_lumo_gap_ev="7.72 / 6.80" lumo_energy_ev="0.27 / -0.54" spin_multiplicity=2
Cu -1.643853 -0.144145 2.567491 -0.1 0.2 0.1 0.67
N -2.633247 -2.023000 3.055604 0.0 0.3 -0.2 0.07
C -3.125766 -1.997685 4.436045 0.0 0.0 0.0 0.01
C -3.594737 -0.586504 4.764992 0.1 0.0 -0.1 0.00
N -2.466657 0.308802 4.542379 0.0 0.0 0.1 0.02
C -2.711799 1.745649 4.573856 0.0 0.0 -0.1 0.00
C -1.459140 2.430457 4.045640 0.0 0.0 0.0 0.01
N -1.185853 1.938098 2.692843 -0.2 -0.3 0.0 0.09
H -3.379394 -2.051789 2.367903 0.0 -0.1 0.0 0.00
H -1.989292 -2.783353 2.872272 0.1 0.0 0.0 0.00
H -2.291693 -2.256471 5.092412 0.0 0.0 0.0 0.00
H -3.929764 -2.714451 4.619147 0.0 0.0 0.0 0.00
H -3.993576 -0.536381 5.784141 0.0 0.0 0.0 0.00
H -4.391107 -0.297593 4.073160 0.0 0.0 0.0 0.00
H -1.696405 0.067304 5.159261 0.0 0.0 0.1 0.00
H -2.973216 2.120184 5.569679 0.0 0.0 0.0 0.00
H -3.549149 1.953983 3.901251 0.0 0.0 0.0 0.00
H -0.608170 2.159267 4.675371 0.0 0.0 0.0 0.00
H -1.577199 3.515997 4.090173 0.0 0.0 0.0 0.00
H -0.225688 2.082423 2.392623 0.0 0.0 -0.1 0.00
H -1.803252 2.344399 1.994714 0.0 0.0 0.0 0.00
C 4.497426 -0.126559 -4.646071 0.0 0.0 0.0 0.00
C 3.031322 0.076196 -4.368426 0.0 0.0 0.0 0.00
C 2.544505 1.298393 -3.927681 0.0 0.0 0.0 0.00
C 1.191397 1.502454 -3.689293 0.0 0.0 0.0 0.00
C 0.700675 2.873599 -3.302586 0.0 0.0 0.0 0.00
C 0.301801 0.433055 -3.859003 0.0 0.0 0.1 0.00
C 0.771315 -0.808168 -4.294719 0.0 0.0 0.0 0.00
C -0.141172 -1.992660 -4.484903 0.0 0.0 0.0 0.00
C 2.126352 -0.955825 -4.562886 0.0 -0.1 0.1 0.00
C -1.163677 0.722722 -3.788814 0.0 0.0 -0.1 0.00
C -1.743887 1.012287 -5.023801 0.0 0.0 0.0 0.00
C -3.054478 1.437407 -5.119336 0.0 0.0 0.0 0.00
C -3.783479 1.618971 -3.959578 0.0 0.0 0.0 0.00
C -3.239283 1.326417 -2.709873 0.0 0.0 0.0 0.00
C -1.925190 0.823730 -2.612886 0.0 0.1 0.1 0.00
Ge -1.202583 0.198792 -0.870790 0.1 -0.2 0.2 0.01
S -2.777122 0.056563 0.637966 -0.5 0.1 -0.3 0.07
S -0.082206 -1.766688 -0.871239 0.1 0.1 0.0 0.00
Ge 1.166305 -0.735377 0.715390 -0.3 0.0 -0.1 0.00
S 0.447062 -0.960659 2.756429 0.3 0.0 0.3 0.03
S 0.563710 1.339973 -0.031501 0.2 -0.1 -0.1 0.00
C 3.068040 -1.273634 0.771356 -0.1 0.2 0.0 0.00
C 3.436930 -2.613040 0.592677 0.1 0.0 0.0 0.00
C 4.770588 -2.984881 0.755033 0.0 0.0 0.0 0.00
C 5.733861 -2.055221 1.103411 0.0 0.0 0.0 0.00
C 5.363693 -0.738421 1.319116 0.0 0.0 0.0 0.00
C 4.039522 -0.339551 1.166439 0.0 -0.1 -0.1 0.00
C 3.695383 1.083990 1.463370 0.0 0.0 0.0 0.00
C 3.318050 1.466426 2.751603 -0.1 -0.1 0.0 0.00
C 3.253699 0.496905 3.903727 0.0 0.1 0.1 0.00
C 2.987464 2.802134 2.985842 0.0 0.0 0.0 0.00
C 3.051306 3.758457 1.986035 0.0 0.0 0.1 0.00
C 2.690427 5.196534 2.251825 0.0 0.0 0.0 0.00
C 3.479137 3.363093 0.721933 0.0 0.0 0.0 0.00
C 3.806605 2.045696 0.446956 0.1 0.0 0.0 0.00
C 4.299572 1.654442 -0.920348 0.0 0.0 0.1 0.00
C 2.452367 -3.699325 0.300790 0.0 0.0 0.0 0.00
C 2.293440 -4.173459 -1.001814 0.0 0.0 0.0 0.00
C 3.112158 -3.616330 -2.130494 0.0 0.1 0.0 0.00
C 1.388461 -5.200552 -1.245535 0.0 0.0 0.0 0.00
C 0.649491 -5.775800 -0.222522 0.0 0.0 0.0 0.00
C -0.359572 -6.856882 -0.503761 0.0 0.0 0.0 0.00
C 0.869550 -5.332710 1.075699 0.0 0.0 0.0 0.00
C 1.770725 -4.314124 1.358294 0.0 0.0 0.2 0.00
C 2.041119 -3.920010 2.786992 0.1 -0.1 0.0 0.00
C -4.113074 1.699798 -1.552745 0.0 0.0 -0.1 0.00
C -5.246172 0.953607 -1.239310 0.0 0.0 0.0 0.00
C -5.573837 -0.341268 -1.937111 0.0 0.0 0.0 0.00
C -6.079289 1.388343 -0.210642 0.0 0.0 0.0 0.00
C -5.811166 2.540228 0.507496 0.0 0.0 0.1 0.00
C -6.708174 2.989439 1.632136 0.0 0.0 -0.1 0.00
C -4.681998 3.280018 0.168091 0.0 0.0 0.0 0.00
C -3.831937 2.881134 -0.850140 0.0 0.0 0.0 0.00
C -2.600745 3.694751 -1.154988 -0.1 0.0 0.0 0.00
H 5.073344 0.760409 -4.383368 0.0 0.0 0.0 0.00
H 4.668606 -0.342383 -5.702595 0.0 0.0 0.0 0.00
H 4.889663 -0.968735 -4.072003 0.0 0.0 0.0 0.00
H 3.233331 2.125870 -3.792980 0.0 0.0 0.0 0.00
H 1.499133 3.608204 -3.408673 0.0 0.0 0.0 0.00
H 0.363623 2.890532 -2.264598 0.0 0.0 0.0 0.00
H -0.139715 3.183326 -3.926777 0.0 0.0 0.0 0.00
H -1.175650 -1.756479 -4.243635 0.0 0.0 0.0 0.00
H 0.173974 -2.809218 -3.830844 0.0 0.0 0.0 0.00
H -0.103693 -2.351528 -5.515762 0.0 0.0 0.0 0.00
H 2.482197 -1.907115 -4.943642 0.0 -0.1 0.1 0.00
H -1.133649 0.914806 -5.914021 0.0 0.0 0.0 0.00
H -3.491536 1.662745 -6.084100 0.0 0.0 0.0 0.00
H -4.795472 2.003753 -4.002886 0.0 0.0 0.0 0.00
H 5.038381 -4.027528 0.625880 0.0 0.0 0.0 0.00
H 6.766023 -2.359300 1.224991 0.0 0.0 0.0 0.00
H 6.101304 -0.001990 1.616604 0.0 0.0 0.0 0.00
H 3.602520 -0.495627 3.627313 0.0 0.0 0.0 0.00
H 2.223434 0.393861 4.248239 0.1 0.0 0.0 0.00
H 3.862461 0.859137 4.734635 0.1 0.0 0.0 0.00
H 2.683268 3.095110 3.986727 0.0 0.0 0.0 0.00
H 2.386621 5.342099 3.288359 0.0 0.0 0.0 0.00
H 1.870434 5.518183 1.606152 0.0 0.0 0.0 0.00
H 3.537898 5.854419 2.051705 0.0 0.0 0.0 0.00
H 3.555208 4.101331 -0.070178 0.0 0.0 0.0 0.00
H 4.320738 2.521416 -1.580098 0.0 0.0 0.0 0.00
H 3.654911 0.902098 -1.375178 -0.1 -0.1 0.0 0.00
H 5.305857 1.231206 -0.865708 0.0 0.0 0.0 0.00
H 3.193652 -2.530399 -2.073006 0.0 0.0 0.0 0.00
H 2.664261 -3.880108 -3.085015 0.0 0.0 -0.1 0.00
H 4.125771 -4.027443 -2.107699 0.0 0.0 0.0 0.00
H 1.253533 -5.552452 -2.263463 0.0 0.0 0.0 0.00
H -0.279719 -7.211962 -1.530708 0.0 0.0 0.0 0.00
H -1.375077 -6.482909 -0.357369 0.0 0.0 0.0 0.00
H -0.222353 -7.708007 0.165005 0.0 0.0 0.0 0.00
H 0.336376 -5.803587 1.896025 0.0 0.0 0.0 0.00
H 1.611252 -4.651596 3.471229 0.0 0.0 0.0 0.00
H 1.614838 -2.940169 3.016929 0.1 -0.3 0.0 0.00
H 3.113768 -3.857423 2.977530 0.0 -0.1 0.0 0.00
H -4.783043 -0.654806 -2.614489 0.0 0.0 0.0 0.00
H -6.498402 -0.251527 -2.512104 0.0 0.0 0.0 0.00
H -5.716893 -1.131832 -1.198411 0.0 0.0 0.0 0.00
H -6.954097 0.795852 0.040215 0.0 0.0 0.0 0.00
H -7.538922 2.298576 1.772426 0.0 0.0 0.0 0.00
H -7.120790 3.980519 1.434647 0.0 0.0 0.0 0.00
H -6.154689 3.049373 2.571995 0.0 0.0 0.0 0.00
H -4.463059 4.195537 0.711079 0.0 0.0 0.0 0.00
H -2.694023 4.700189 -0.743841 0.0 0.0 0.0 0.00
H -2.421223 3.772669 -2.227490 0.0 0.0 0.0 0.00
H -1.709835 3.233305 -0.713810 0.0 0.0 0.0 0.00

=====

17
Properties=species:S:1:pos:R:3:forces:R:3:nbo_charge:R:1 method="wB97M-V/def2-TZVPD" e_homo_ev=-12.67 homo_lumo_gap_ev=8.89 lumo_energy_ev=-3.78 charge=+1 relative_energy_kj_mol=168.82
C -3.631593 -1.104392 -1.230687 0.0 5.1 -1.7 -0.41
N -2.215569 -0.614953 -0.893658 -0.3 0.4 0.1 -0.68
H -3.698386 -0.693839 -2.255058 -0.7 -0.7 0.3 0.23
H -3.782306 -2.131499 -1.229480 0.3 -1.8 0.4 0.25
H -4.346049 -0.490156 -0.622818 0.7 -1.0 -0.3 0.25
H -1.988335 -1.189968 -0.140289 0.8 -0.3 2.8 0.44
H -1.980169 0.412551 -0.718341 -0.9 -1.6 0.1 0.48
H -1.486973 -0.937435 -1.498895 0.3 -0.1 -1.5 0.43
C 3.368805 0.828907 1.813713 -3.5 0.3 0.4 -0.62
C 2.371542 1.033711 0.645787 -0.4 -0.6 0.6 -0.44
S 0.819400 -0.013280 0.548775 0.5 0.0 -1.2 -0.17
H 3.619333 -0.189151 1.865426 0.5 -1.4 0.1 0.22
H 2.880550 1.089061 2.831426 1.4 0.3 -1.7 0.23
H 4.154922 1.358273 1.341595 1.4 1.0 1.0 0.24
H 2.007491 2.067648 0.614943 0.5 -0.3 -0.4 0.22
H 2.852805 0.635329 -0.251093 0.2 1.0 0.1 0.22
H 1.054531 -0.060808 -0.821347 -0.7 -0.3 1.1 0.12

=====

19
Properties=species:S:1:pos:R:3:forces:R:3:nbo_charge:R:1 method="wB97M-V/def2-TZVPD" e_homo_ev=-3.39 homo_lumo_gap_ev=7.28 lumo_energy_ev=3.89 charge=-1 relative_energy_kj_mol=278.18
C -1.946399 0.195478 -0.772315 0.4 0.4 1.0 0.43
C 1.361645 1.917802 -1.521414 2.0 -1.7 -0.7 -0.64
C -0.654041 -0.059488 2.159311 0.4 2.8 -0.4 -1.14
C -0.373791 -2.310774 0.301321 0.6 -0.9 1.4 -1.15
C 1.883262 0.701309 -0.753725 -4.0 -0.4 0.4 -0.61
O -2.466327 1.194191 -0.255367 -0.5 1.0 0.3 -0.76
O -2.275555 -0.473709 -1.734281 -0.4 -1.1 -1.6 -0.74
Si -0.474758 -0.405469 0.267256 2.4 0.1 0.4 1.32
H 0.841328 2.595072 -0.944974 -0.8 1.5 1.7 0.21
H 2.199125 2.433200 -2.021135 -0.2 0.1 -0.1 0.17
H 0.636339 1.647621 -2.259594 -0.3 -0.5 -0.7 0.21
H 0.344357 -0.234680 2.647474 -1.1 0.1 -0.2 0.22
H -1.013827 1.056694 2.321969 1.0 -2.1 -0.3 0.24
H -1.462765 -0.648244 2.573181 0.0 -0.5 0.1 0.22
H 0.364598 -2.945561 -0.193012 -0.1 0.5 -0.9 0.23
H -0.204645 -2.734222 1.334562 -0.4 0.9 -0.4 0.21
H -1.376884 -2.621451 0.026305 -0.2 -0.3 -0.3 0.24
H 2.425317 0.840356 0.133112 0.8 0.4 1.0 0.17
H 2.193027 -0.148124 -1.308671 0.4 -0.5 -0.6 0.18

=====

72
Properties=species:S:1:pos:R:3:forces:R:3:lowdin_charge:R:1 method="wB97M-V/def2-TZVPD" e_homo_ev=-7.76 homo_lumo_gap_ev=7.86 lumo_energy_ev=0.10 relative_energy_kj_mol=0.00 smiles="C#C[PH](CCO)(COCC)[PH2]=S.O=S1(=O)OCCO1.O=S1(=O)OCCO1.O=S1(=O)OCCO1.O=S1(=O)OCCO1"
C -1.309359 -4.133208 0.450430 -0.1 1.0 0.1 0.06
C -1.204744 -4.153139 -0.764115 -0.2 -0.1 0.1 -0.28
P -1.290435 -4.121811 -2.627266 0.6 1.1 0.0 0.60
C 0.128275 -4.801390 -3.657930 1.3 -0.6 0.2 -0.31
C 1.372487 -3.848001 -3.868193 0.5 -0.1 -1.0 -0.28
O 2.430386 -4.661892 -4.470628 -0.5 0.4 0.0 -0.11
C -0.709467 -2.317665 -2.680502 -0.3 1.6 1.1 -0.35
O -1.782184 -1.528001 -2.051100 0.6 0.0 -1.4 -0.26
C -2.340357 -0.576311 -2.969403 -2.1 0.8 0.0 -0.28
C -3.471221 -1.193833 -3.930061 0.1 0.0 -0.1 -0.10
P -2.246751 -6.152981 -2.554858 0.0 -1.2 0.6 0.14
S -1.222952 -7.466540 -1.541632 0.1 -0.3 -0.1 0.03
H -1.416454 -3.859730 1.535928 0.2 -0.8 -1.8 0.07
H -2.501626 -3.688264 -3.311130 0.4 -0.1 0.2 0.02
H 0.521423 -5.729134 -3.117143 -0.6 1.1 -0.6 0.07
H -0.216733 -5.158297 -4.672379 0.1 0.4 1.1 0.10
H 1.143588 -3.039568 -4.637329 0.0 -0.7 1.4 0.12
H 1.816556 -3.423063 -2.920690 -0.9 -0.3 -0.9 0.12
H 2.892515 -4.138959 -5.150156 -0.4 -0.3 0.5 0.09
H -0.602423 -1.896282 -3.726872 0.3 -0.8 1.0 0.10
H 0.204533 -2.114330 -2.023823 -0.9 -0.4 -1.2 0.11
H -2.895987 0.189843 -2.330178 0.9 -1.0 -0.7 0.12
H -1.586268 0.012705 -3.567394 -0.5 -0.8 0.7 0.10
H -4.071886 -2.005879 -3.415612 0.8 1.0 -0.4 0.06
H -4.227879 -0.400606 -4.246797 1.2 -0.9 0.4 0.08
H -3.035358 -1.650019 -4.869598 -0.4 0.5 1.0 0.07
H -2.438348 -6.541663 -3.928591 -0.4 0.4 0.5 -0.05
H -3.550916 -5.966366 -1.969130 0.3 0.1 -0.7 -0.05
O -1.259259 2.485965 -3.433142 0.2 0.5 -0.1 -0.24
S -0.501906 3.436891 -2.686702 0.3 -0.2 0.8 0.63
O -0.498963 4.826918 -2.990452 -0.3 -0.5 -0.1 -0.22
O 1.028565 2.915798 -2.617327 -0.8 -0.1 -0.1 -0.19
C 1.421086 2.757549 -1.249971 0.2 0.4 0.6 -0.16
C 0.140137 2.439207 -0.503415 0.0 -0.5 0.0 -0.18
O -0.861310 3.255216 -1.122070 0.3 0.5 -0.9 -0.18
H 1.854385 3.701464 -0.907580 0.0 0.0 0.0 0.13
H 2.161905 1.964106 -1.154778 -0.1 0.0 -0.2 0.14
H 0.212630 2.656177 0.556487 -0.4 0.3 -0.6 0.08
H -0.146652 1.392551 -0.639533 0.1 0.0 0.1 0.13
O -4.552582 -1.830603 5.200503 0.1 -0.5 -0.2 -0.22
S -4.757271 -2.796189 4.174172 -0.1 0.2 -0.3 0.63
O -4.741517 -4.196961 4.420971 -0.1 0.5 0.2 -0.22
O -3.732114 -2.471202 2.964398 -0.4 0.2 0.5 -0.20
C -4.467233 -2.242448 1.759759 -0.3 -0.3 -0.5 -0.18
C -5.810350 -1.696788 2.209988 0.2 0.6 -0.1 -0.17
O -6.127503 -2.429692 3.394968 0.6 -0.5 0.1 -0.19
H -4.581401 -3.199483 1.243752 0.0 0.1 0.0 0.13
H -3.933148 -1.545256 1.114489 0.1 0.0 0.2 0.14
H -6.586072 -1.828052 1.457042 0.0 -0.2 0.2 0.14
H -5.738109 -0.638599 2.476327 0.0 0.0 -0.1 0.13
O 1.012883 1.305588 1.789904 0.8 0.2 0.4 -0.23
S 1.773030 2.262505 2.539338 -0.2 0.2 0.6 0.68
O 1.775030 3.658166 2.236110 -5.3 -3.0 -0.1 -0.25
O 3.300834 1.738955 2.611275 -1.0 -0.6 0.0 -0.20
C 3.691695 1.578902 3.974152 0.3 0.3 0.5 -0.17
C 2.410009 1.260085 4.721071 0.2 -0.7 0.0 -0.16
O 1.412963 2.076165 4.105433 0.4 0.5 -0.6 -0.17
H 4.126142 2.521934 4.316413 0.0 0.0 0.0 0.12
H 4.431616 0.784522 4.067826 -0.1 0.0 -0.3 0.14
H 2.482486 1.478129 5.785570 -0.2 0.2 -0.1 0.14
H 2.122749 0.213984 4.583558 0.1 0.0 0.1 0.13
O 3.642338 4.098335 2.353872 5.2 2.9 -0.3 -0.28
S 3.835192 5.444094 1.927999 0.7 0.0 0.4 0.67
O 3.029720 6.053341 0.927075 0.1 -0.4 0.3 -0.20
O 5.395775 5.635926 1.526408 -0.4 -0.1 0.4 -0.18
C 5.971884 6.672557 2.321426 0.1 0.6 0.0 -0.17
C 5.186628 6.662108 3.621872 0.4 -0.3 0.2 -0.17
O 3.836967 6.398457 3.235972 0.0 0.0 -0.7 -0.18
H 5.844814 7.619915 1.790845 0.0 0.0 0.1 0.13
H 7.033776 6.485833 2.479040 -0.1 -0.2 -0.1 0.14
H 5.255612 7.608264 4.156690 -0.3 0.0 -0.1 0.14
H 5.516126 5.850048 4.276418 0.1 0.1 0.0 0.13